P | 11
Properties=species:S:1:pos:R:3 method="wB97M-V/def2-TZVPD" charge=0 spin_multiplicity=1
O -0.32 2.21 1.44
C -0.10 1.22 0.80
O 0.38 0.11 1.49
C 0.50 -1.05 0.86
C 0.20 -1.28 -0.43
C -0.12 -0.12 -1.26
C -0.23 1.08 -0.65
H 0.81 -1.86 1.50
H -0.43 -2.14 -0.23
H -0.22 -0.18 -2.35
H -0.48 1.99 -1.17

---

Q | 11
Properties=species:S:1:pos:R:3 method="wB97M-V/def2-TZVPD" charge=0 spin_multiplicity=1
O -1.42 1.08 1.39
C -0.91 0.51 0.27
O -0.70 0.98 -1.00
C 0.30 0.14 -1.45
C 0.65 -0.83 -0.59
C -0.19 -0.74 0.64
C 0.00 0.57 1.39
H 0.66 0.38 -2.44
H 1.39 -1.60 -0.80
H -0.59 -1.62 1.13
H 0.81 1.28 1.46

---

Question: which arrangement is favored energetically? Ranking from most to least stable: P, Q.

---

P | 11
Properties=species:S:1:pos:R:3 method="wB97M-V/def2-TZVPD" charge=0 spin_multiplicity=1
O -0.60 2.32 -0.44
C -0.30 1.20 -0.14
C -1.16 -0.07 -0.19
C -0.12 -1.16 -0.16
C 1.10 -0.73 0.20
C 1.10 0.74 0.36
O 1.97 1.47 0.77
H -1.76 -0.09 0.73
H -1.86 -0.13 -1.02
H -0.35 -2.18 -0.43
H 1.98 -1.35 0.32

---

Q | 11
Properties=species:S:1:pos:R:3 method="wB97M-V/def2-TZVPD" charge=0 spin_multiplicity=1
C 0.31 -1.06 -0.63
C 1.12 -1.92 -1.10
C -1.24 0.67 -0.71
C -0.16 0.02 0.05
C 0.28 0.65 1.30
O 1.80 -2.58 -1.77
O -1.70 1.67 -0.34
H -1.56 0.17 -1.66
H 0.95 0.04 1.92
H -0.56 0.87 1.95
H 0.77 1.47 0.99

---

R | 11
Properties=species:S:1:pos:R:3 method="wB97M-V/def2-TZVPD" charge=0 spin_multiplicity=1
C -0.30 -0.72 -0.38
C -0.43 0.43 -1.57
C 0.21 1.55 -0.75
C 0.36 1.39 0.65
C 0.06 -0.02 1.00
H -1.53 0.79 -1.86
H -0.04 0.08 -2.50
H 0.82 2.39 -1.43
H 0.97 2.36 1.17
O -0.19 -1.96 -0.64
O 0.24 -0.72 2.01

---

Question: which arrangement is favored energetically? Ranking from most to least stable: P, Q, R.

---

P | 7
Properties=species:S:1:pos:R:3 method="wB97M-V/def2-TZVPD" charge=0 spin_multiplicity=1
C -1.52 -1.57 1.03
C 0.64 0.53 -0.23
S -2.40 -1.27 -0.19
Cl 2.17 1.27 0.35
H 0.09 1.26 -0.64
H 0.22 0.10 0.66
H 0.79 -0.32 -0.98

---

Q | 7
Properties=species:S:1:pos:R:3 method="wB97M-V/def2-TZVPD" charge=0 spin_multiplicity=1
C 1.16 0.32 -0.20
C -0.92 -0.21 0.43
S 1.97 -0.80 -0.96
Cl -1.73 -0.28 -1.03
H 1.33 1.42 -0.11
H -0.90 -1.22 0.96
H -0.92 0.77 0.90

---

R | 7
Properties=species:S:1:pos:R:3 method="wB97M-V/def2-TZVPD" charge=0 spin_multiplicity=1
C -0.52 0.80 0.10
C 0.66 -0.17 0.52
H -0.14 1.29 -0.76
H -0.90 1.56 0.85
H 0.44 -0.85 1.36
S 2.10 -0.10 -0.18
Cl -1.99 -0.25 -0.13

---

Question: which arrangement is favored energetically? Ranking from most to least stable: R, P, Q.

---

P | 68
Properties=species:S:1:pos:R:3 method="wB97M-V/def2-TZVPD" charge=-2 spin_multiplicity=1
Zr 0.01 -0.48 0.21
C 0.48 -2.26 -5.48
C 0.48 -3.22 -4.31
N -0.57 -2.91 -3.37
C -0.32 -2.62 -2.05
S -1.66 -1.89 -1.15
N 0.84 -2.86 -1.54
N 0.95 -2.36 -0.24
C 1.44 -3.18 0.74
C 2.06 -4.51 0.42
C 1.26 -2.69 2.00
C 1.63 -3.38 3.21
C 1.31 -2.87 4.42
C 0.61 -1.61 4.48
C 0.29 -0.98 3.32
N 0.59 -1.43 2.06
H 1.27 -2.51 -6.19
H 0.64 -1.23 -5.14
H -0.47 -2.29 -6.02
H 1.42 -3.17 -3.76
H 0.38 -4.26 -4.67
H -1.44 -2.56 -3.72
H 1.99 -4.69 -0.65
H 1.55 -5.33 0.94
H 3.11 -4.55 0.71
H 2.15 -4.32 3.12
H 1.58 -3.40 5.33
H 0.31 -1.17 5.42
H -0.25 -0.05 3.35
O 3.70 0.99 -4.53
C 4.51 0.67 -3.55
O 5.72 0.64 -3.69
C 3.88 0.36 -2.23
C 4.54 0.04 -1.06
Cl 6.20 -0.09 -0.73
N 3.62 -0.16 -0.10
N 2.38 0.04 -0.57
C 2.52 0.34 -1.85
C 1.24 0.53 -2.60
O 1.29 0.88 -3.80
O 0.21 0.30 -1.93
C 3.83 -0.50 1.27
C 4.45 -1.69 1.60
C 4.65 -1.99 2.94
C 4.20 -1.12 3.92
C 3.57 0.06 3.57
C 3.39 0.39 2.24
H 2.71 0.97 -4.25
H 4.74 -2.38 0.82
H 5.11 -2.93 3.21
H 4.32 -1.38 4.96
H 3.18 0.73 4.34
H 2.89 1.30 1.94
O -3.53 1.30 1.01
C -2.49 1.09 1.59
O -1.64 0.16 1.30
C -2.22 1.86 2.88
C -3.31 1.94 3.74
C -3.23 2.53 4.98
C -2.03 3.10 5.38
C -0.94 3.07 4.53
C -1.01 2.45 3.27
S 0.53 2.51 2.40
H -4.24 1.51 3.39
H -4.10 2.56 5.64
H -1.93 3.57 6.35
H -0.01 3.54 4.81
S 0.27 2.27 0.38

---

Q | 68
Properties=species:S:1:pos:R:3 method="wB97M-V/def2-TZVPD" charge=-2 spin_multiplicity=1
Zr 0.24 0.30 -0.21
C -2.55 -0.57 -5.00
C -3.02 -1.78 -4.21
N -3.28 -1.48 -2.82
C -2.26 -1.46 -1.88
S -3.05 -1.44 -0.27
N -1.06 -1.50 -2.30
N 0.04 -1.45 -1.44
C 1.16 -2.12 -1.94
C 1.02 -3.06 -3.09
C 2.35 -1.73 -1.40
C 3.58 -2.49 -1.46
C 4.70 -2.08 -0.83
C 4.66 -0.86 -0.05
C 3.47 -0.20 0.03
N 2.31 -0.57 -0.57
H -2.39 -0.84 -6.05
H -3.28 0.24 -4.96
H -1.61 -0.19 -4.59
H -3.95 -2.18 -4.63
H -2.26 -2.56 -4.26
H -4.22 -1.38 -2.49
H 0.39 -3.93 -2.86
H 0.54 -2.55 -3.93
H 1.99 -3.41 -3.41
H 3.57 -3.44 -1.99
H 5.60 -2.67 -0.86
H 5.53 -0.48 0.46
H 3.41 0.71 0.62
O 2.67 1.53 5.30
C 2.70 0.21 5.21
O 3.15 -0.48 6.10
C 2.14 -0.39 3.97
C 2.06 -1.74 3.67
Cl 2.53 -3.08 4.61
N 1.48 -1.89 2.46
N 1.14 -0.69 1.96
C 1.55 0.22 2.83
C 1.48 1.65 2.35
O 1.80 2.55 3.13
O 1.14 1.76 1.13
C 1.46 -3.08 1.65
C 2.67 -3.69 1.39
C 2.69 -4.83 0.60
C 1.51 -5.32 0.06
C 0.31 -4.68 0.32
C 0.27 -3.55 1.12
H 2.29 1.96 4.47
H 3.59 -3.25 1.75
H 3.64 -5.30 0.37
H 1.53 -6.19 -0.58
H -0.61 -5.03 -0.13
H -0.65 -3.01 1.31
O 0.26 1.38 -4.11
C -0.02 1.79 -3.00
O 0.58 1.44 -1.90
C -1.08 2.86 -2.84
C -1.25 3.72 -3.91
C -2.15 4.78 -3.86
C -2.90 4.96 -2.71
C -2.75 4.09 -1.64
C -1.85 3.01 -1.67
S -1.87 1.93 -0.29
H -0.66 3.54 -4.80
H -2.26 5.45 -4.71
H -3.61 5.77 -2.64
H -3.35 4.21 -0.75
S -1.73 -0.85 1.21

---

Question: which arrangement is favored energetically? Ranking from most to least stable: P, Q.

---

P | 24
Properties=species:S:1:pos:R:3 method="wB97M-V/def2-TZVPD" charge=0 spin_multiplicity=1
O -0.74 1.38 3.07
H -1.24 2.17 2.85
H -1.29 0.88 3.68
H -0.57 0.81 2.31
C -0.01 -1.24 0.81
O -0.32 0.15 0.70
H 0.70 -1.32 1.63
H -0.91 -1.84 0.95
H 0.42 -1.62 -0.11
O 2.00 -2.00 -2.41
H 2.69 -2.66 -2.53
H 1.47 -2.35 -1.69
O 0.22 2.51 -0.83
H 0.56 2.27 -1.70
H 0.19 1.68 -0.35
O -3.21 0.35 -0.02
H -2.37 -0.01 0.25
H -3.00 1.24 -0.32
O 2.55 0.65 0.87
H 2.78 1.00 0.00
H 1.63 0.40 0.79
O -0.79 -0.56 -2.77
H -0.41 -0.64 -1.89
H -0.36 -1.24 -3.28

---

Q | 24
Properties=species:S:1:pos:R:3 method="wB97M-V/def2-TZVPD" charge=0 spin_multiplicity=1
C 2.77 -0.73 -0.66
O 1.34 -0.75 -0.56
H 3.19 -1.17 0.24
H 3.01 -1.41 -1.47
H 3.16 0.27 -0.80
H 1.04 0.03 -0.13
H -2.33 -3.36 0.35
H -2.70 -2.85 1.76
O -2.06 -2.77 1.04
H -1.26 0.39 1.37
H -1.60 -1.04 0.77
O -1.24 -0.16 0.58
H -0.77 1.54 -2.20
H 0.37 0.52 -1.96
O 0.16 1.46 -1.97
H 0.19 1.44 2.83
H -0.40 2.32 1.75
O -0.57 2.00 2.65
H 2.80 2.07 0.54
H 1.47 2.04 -0.05
O 2.08 2.67 0.32
H -2.88 -0.23 -0.96
H -2.51 -1.43 -1.79
O -3.26 -0.84 -1.62

---

Question: which arrangement is favored energetically? Ranking from most to least stable: Q, P.

---

P | 16
Properties=species:S:1:pos:R:3 method="wB97M-V/def2-TZVPD" charge=0 spin_multiplicity=1
C -1.80 1.45 1.23
C -0.13 0.07 0.06
C -0.14 -1.25 -1.76
H -1.93 2.58 1.96
H -2.74 0.80 1.72
H -2.06 1.97 0.24
H 0.26 1.80 1.28
H 1.50 -0.03 1.27
H 2.68 -1.59 -0.19
H -0.93 -1.51 -2.67
H 0.72 -0.74 -2.09
H 0.15 -2.06 -1.10
N -0.54 0.94 1.35
N 1.13 -0.32 0.40
N -0.89 -0.30 -0.81
O 2.11 -0.65 -0.53

---

Q | 16
Properties=species:S:1:pos:R:3 method="wB97M-V/def2-TZVPD" charge=0 spin_multiplicity=1
O 0.15 1.60 1.13
C -0.39 0.89 0.29
N 0.26 0.47 -0.84
C 1.71 0.28 -0.74
N 2.05 -1.14 -0.41
C -1.84 0.63 0.36
N -2.13 -0.79 0.59
H -0.19 -0.33 -1.27
H 2.15 0.33 -1.73
H 2.04 0.95 0.07
H 1.59 -1.49 0.44
H 2.96 -1.07 0.03
H -2.35 1.10 -0.52
H -2.33 1.14 1.20
H -1.84 -1.12 1.50
H -1.85 -1.45 -0.11

---

Question: which arrangement is favored energetically? Ranking from most to least stable: Q, P.

---

P | 16
Properties=species:S:1:pos:R:3 method="wB97M-V/def2-TZVPD" charge=0 spin_multiplicity=1
O 0.55 2.18 0.93
C 0.10 1.77 -0.14
N -0.15 2.71 -1.12
C 0.15 0.27 -0.49
N -0.99 -0.57 -0.01
C -0.50 -1.92 0.31
N 0.40 -1.86 1.48
H 0.37 3.56 -1.06
H -0.32 2.71 -2.10
H 0.13 0.33 -1.59
H 1.26 -0.08 -0.25
H -1.46 -0.18 0.72
H -1.36 -2.54 0.54
H -0.03 -2.47 -0.52
H 0.70 -2.75 1.83
H 1.17 -1.16 1.48

---

Q | 16
Properties=species:S:1:pos:R:3 method="wB97M-V/def2-TZVPD" charge=0 spin_multiplicity=1
O -0.53 2.21 0.90
C -0.26 1.71 -0.20
N -0.03 2.70 -1.19
C -0.29 0.28 -0.69
N -0.77 -0.81 0.26
C 0.36 -1.87 0.23
N 0.71 -1.94 1.67
H -0.21 3.62 -0.86
H -0.53 2.42 -2.13
H -1.01 0.23 -1.49
H 0.74 0.31 -1.07
H -0.94 -0.44 1.21
H -0.05 -2.68 -0.22
H 1.04 -1.66 -0.60
H 0.11 -2.28 2.33
H 1.66 -1.80 1.84

---

Question: which arrangement is favored energetically? Ranking from most to least stable: P, Q.

---

P | 71
Properties=species:S:1:pos:R:3 method="wB97M-V/def2-TZVPD" charge=+1 spin_multiplicity=1
N -0.37 0.03 -0.19
H -0.58 -1.07 -0.37
H 0.61 0.03 -0.68
H -0.11 0.39 0.77
H -1.08 0.57 -0.75
C 3.74 -4.24 -1.94
C 3.16 -5.04 -0.72
O 2.26 -3.99 -0.12
C 2.53 -2.76 -0.68
O 2.01 -1.74 -0.34
O 3.30 -2.89 -1.71
F 4.15 -5.41 0.05
H 3.40 -4.55 -2.93
H 4.76 -4.45 -1.99
H 2.67 -5.89 -1.18
C 2.20 2.78 1.92
C 2.52 3.04 3.41
O 2.24 1.89 4.03
C 1.67 1.03 3.15
O 1.15 -0.03 3.35
O 1.60 1.58 1.94
F 1.78 4.02 4.04
H 3.14 2.56 1.34
H 1.71 3.54 1.25
H 3.55 3.30 3.63
C -1.10 -0.45 -3.76
O -1.41 -1.26 -2.66
C -2.54 -2.08 -2.74
C -2.84 -2.73 -1.34
O -1.82 -2.79 -0.60
C -2.04 -3.61 0.54
C -1.00 -3.28 1.66
O -1.17 -1.91 1.82
C -2.06 -1.50 2.84
H -1.82 0.12 -4.48
H -0.50 -1.20 -4.49
H -0.30 0.36 -3.53
H -2.46 -2.88 -3.27
H -3.51 -1.53 -3.05
H -3.58 -3.61 -1.46
H -3.43 -2.20 -0.76
H -1.87 -4.64 0.22
H -2.90 -3.58 1.00
H -0.14 -3.52 1.32
H -1.18 -3.83 2.58
H -1.62 -1.66 3.91
H -3.06 -2.13 2.60
H -2.37 -0.45 2.69
C -1.50 2.15 2.91
O -1.71 2.04 1.58
C -2.09 3.35 1.12
C -2.32 3.21 -0.46
O -1.25 2.88 -1.02
C -0.32 3.89 -1.40
C 0.90 3.33 -2.05
O 1.72 2.60 -1.16
C 2.88 2.16 -1.66
H -0.62 2.67 3.03
H -1.38 1.12 3.36
H -2.34 2.48 3.39
H -1.33 4.17 1.42
H -2.90 3.52 1.60
H -2.76 4.38 -0.94
H -3.10 2.42 -0.49
H 0.00 4.28 -0.41
H -0.98 4.48 -2.02
H 1.60 3.91 -2.53
H 0.51 2.63 -2.90
H 3.74 1.76 -1.24
H 3.42 2.91 -2.17
H 2.49 1.38 -2.29

---

Q | 71
Properties=species:S:1:pos:R:3 method="wB97M-V/def2-TZVPD" charge=+1 spin_multiplicity=1
N 0.28 -0.06 -0.57
H 1.13 0.41 -1.16
H 0.67 -0.49 0.21
H -0.37 -0.87 -1.14
H -0.17 0.58 -0.06
C -3.45 4.24 0.83
C -4.02 4.21 -0.55
O -3.13 3.46 -1.34
C -2.03 3.17 -0.60
O -0.94 2.79 -1.06
O -2.21 3.72 0.59
F -3.86 5.48 -1.09
H -3.86 3.74 1.80
H -3.44 5.33 1.23
H -5.07 4.01 -0.67
C 1.57 1.64 5.14
C 2.95 2.27 4.71
O 2.50 2.60 3.44
C 1.27 2.00 3.12
O 0.70 2.08 2.00
O 0.79 1.38 4.09
F 3.90 1.38 4.59
H 1.18 2.43 5.74
H 1.71 0.83 5.80
H 3.37 3.16 5.12
C -0.58 -3.67 -1.71
O 0.37 -3.06 -0.83
C 1.58 -3.85 -0.61
C 2.29 -3.24 0.77
O 2.61 -2.09 0.60
C 3.06 -1.43 1.80
C 3.85 -0.23 1.30
O 3.15 0.51 0.27
C 3.79 1.60 -0.11
H 0.01 -4.03 -2.64
H -1.02 -2.84 -2.04
H -1.30 -4.36 -1.12
H 2.27 -3.86 -1.57
H 1.26 -4.83 -0.36
H 2.86 -4.02 1.00
H 1.56 -3.45 1.51
H 3.84 -2.06 2.26
H 2.12 -1.07 2.34
H 4.81 -0.58 0.99
H 4.24 0.31 2.15
H 4.13 2.17 0.74
H 2.99 2.17 -0.62
H 4.62 1.39 -1.00
C 0.64 -0.63 -4.74
O -0.36 -0.46 -3.66
C -1.70 -0.29 -4.20
C -2.56 0.20 -3.06
O -2.53 -0.58 -2.15
C -3.43 -0.34 -1.03
C -3.13 -1.45 0.09
O -2.05 -0.99 0.92
C -1.37 -2.10 1.64
H 0.17 -1.47 -5.40
H 1.56 -0.98 -4.46
H 0.91 0.37 -5.28
H -1.95 -1.42 -4.58
H -1.67 0.36 -4.95
H -3.64 0.24 -3.30
H -2.26 1.16 -2.98
H -4.52 -0.26 -1.42
H -3.17 0.55 -0.46
H -2.84 -2.37 -0.50
H -4.25 -1.44 0.46
H -0.62 -1.67 2.58
H -0.82 -2.79 1.03
H -2.37 -2.62 2.13

---

Question: which arrangement is favored energetically? Ranking from most to least stable: P, Q.

---

P | 11
Properties=species:S:1:pos:R:3 method="wB97M-V/def2-TZVPD" charge=0 spin_multiplicity=1
N -0.76 -0.39 0.03
C -2.15 -0.19 0.00
C 0.17 0.46 0.07
O -2.56 1.09 -0.01
C 1.78 -0.94 -0.07
C 2.92 -0.54 -0.02
O -2.91 -1.11 0.01
O 0.59 1.55 -0.05
H -1.84 1.74 -0.02
H 0.92 -1.63 0.03
H 3.85 -0.05 0.03

---

Q | 11
Properties=species:S:1:pos:R:3 method="wB97M-V/def2-TZVPD" charge=0 spin_multiplicity=1
C -1.55 0.27 -0.03
C -0.07 0.92 -0.17
C 0.94 -0.24 -0.30
C 2.38 0.05 -0.13
H -0.53 -1.60 0.39
H -2.25 0.97 0.64
H -1.68 0.09 -1.03
N 3.47 -0.23 0.48
O -1.39 -1.01 0.61
O 0.26 2.11 0.05
O 0.40 -1.32 -0.53

---

R | 11
Properties=species:S:1:pos:R:3 method="wB97M-V/def2-TZVPD" charge=0 spin_multiplicity=1
C -1.21 0.74 -1.93
C 0.05 0.49 0.00
C 0.34 -0.59 1.79
C 1.29 -0.94 0.94
H -1.59 1.51 -2.66
H 0.22 -0.82 2.86
H 2.16 -1.49 0.99
N -0.42 0.41 1.16
O -1.53 -0.42 -1.90
O -0.41 1.33 -1.02
O 1.12 -0.20 -0.22

---

Question: which arrangement is favored energetically? Ranking from most to least stable: R, P, Q.